1.
Computed, not measured: a 3-piece molecular cluster, C5H15NOS overall at a distorted geometry, with ωB97M-V/def2-TZVPD.

Computed properties:
Charge = 0
E_tot = -727.54155 hartree
Strongest force on any atom = 3.7 eV/Å

The geometry in XYZ format:
```
23
Properties=species:S:1:pos:R:3:forces:R:3
C -0.603436 0.529280 -0.618855 -0.099 0.409 0.141
N 0.459070 -0.091378 -1.408562 -0.252 -1.854 0.709
C 1.669944 0.681951 -1.421210 -0.039 -0.607 -0.158
C 2.352549 0.935697 -0.038359 -0.309 -0.225 -0.199
S 2.545203 -0.639914 1.030082 -2.475 -0.316 -1.640
C -1.981718 -0.125468 -0.683268 -0.698 -0.874 -2.734
C -2.344894 -1.291835 0.203673 -0.136 0.836 1.816
H -0.259417 0.603561 0.413394 -0.370 0.347 0.303
H -0.720676 1.540847 -1.039453 0.068 -0.139 0.275
H 0.735635 -0.988662 -0.921084 -0.680 0.937 -1.025
H 1.412063 1.613494 -1.927461 0.332 0.355 0.309
H 2.323202 0.127023 -2.095818 0.431 0.192 0.190
H 3.349654 1.369635 -0.271904 -0.345 -0.693 0.542
H 1.784624 1.703170 0.506033 0.185 -0.467 0.125
H 0.749481 -1.620511 0.680739 3.237 1.800 0.504
H -2.151179 -0.435950 -1.757566 0.279 0.416 0.790
H -2.769059 0.595982 -0.512563 0.119 0.656 0.134
H -1.975615 -2.292909 -0.097850 0.367 0.710 0.772
H -2.165064 -0.814646 1.212198 0.942 -1.685 -0.325
H -3.417387 -1.401430 0.374935 -0.290 -0.045 -0.976
H 0.352006 0.553114 3.364672 -0.054 -0.104 -0.044
H 0.725426 -0.497644 2.263964 -1.846 1.245 1.317
O -0.070403 -0.053418 2.744261 1.634 -0.894 -0.826
```
Forces are in eV/Å.

2.
Computed, not measured: C19H16BrNO3PRe as an isolated structure at a distorted geometry, with ωB97M-V/def2-TZVPD.

Computed properties:
Charge = +3
E_tot = -4006.59849 hartree
Strongest force on any atom = 5.6 eV/Å
Multiplicity = 2

The geometry in XYZ format:
```
42
Properties=species:S:1:pos:R:3:forces:R:3
Re -0.930140 -1.692131 -0.612019 -2.507 1.833 -1.404
O 4.778460 -3.288431 0.865081 0.098 -0.266 0.098
C 3.652360 -2.800231 0.470681 -0.591 0.448 -0.223
C 3.485860 -1.610031 -0.278819 -0.275 0.146 -0.173
C 2.226860 -1.193731 -0.633219 0.905 0.414 -0.133
N 1.102760 -1.872331 -0.313219 -1.048 -0.448 0.330
C 1.275960 -2.996931 0.429781 0.196 -0.484 0.286
Br -0.488440 -3.743631 0.834281 0.723 -0.060 0.169
C 2.464860 -3.498931 0.845281 -0.274 -0.206 0.166
H 5.593160 -2.828331 0.588181 -0.226 0.055 -0.020
H 4.347060 -1.023531 -0.573719 -0.045 0.024 -0.028
H 2.076260 -0.282731 -1.193819 0.050 0.053 -0.093
H 2.551160 -4.390031 1.452381 -0.086 -0.080 -0.001
O -5.040340 -1.537331 -0.153519 0.643 -0.623 -0.310
C -3.919240 -1.196931 -0.316119 -2.840 3.975 1.352
O -2.894640 -1.884131 -0.677519 4.899 -2.647 -0.492
C -3.558740 0.350869 -0.071019 -0.111 -1.047 -0.129
P -1.744340 0.548969 0.046681 0.408 -0.011 -0.005
C -1.115040 1.344869 1.528381 0.011 -0.365 -0.450
C -1.907540 1.409769 2.680281 -0.047 0.111 0.071
C -1.395940 1.993769 3.830481 -0.089 -0.003 0.006
C -0.095040 2.482169 3.858781 -0.189 -0.017 -0.237
C 0.699960 2.400469 2.719081 0.086 -0.118 -0.167
C 0.209660 1.814569 1.563381 -0.029 -0.022 0.077
C -0.969740 1.020769 -1.540919 -0.303 -0.474 0.259
C -0.139340 2.084869 -1.823919 -0.055 0.035 0.187
C 0.611460 2.074069 -3.003319 -0.127 -0.143 0.025
C 0.636860 0.955069 -3.834719 -0.123 -0.242 -0.085
C -0.228240 -0.101231 -3.598519 0.197 0.055 -0.067
C -1.064440 -0.109331 -2.454119 -0.023 0.164 0.646
H -4.083340 0.671669 0.835281 0.253 0.035 -0.097
H -3.987540 0.919069 -0.906519 0.265 0.024 0.098
H -2.911640 1.016669 2.697381 -0.160 0.030 -0.010
H -2.022540 2.089069 4.707081 -0.012 -0.108 -0.002
H 0.296360 2.930969 4.761181 -0.007 0.032 0.011
H 1.706260 2.795869 2.741581 0.026 -0.042 -0.040
H 0.849760 1.708069 0.698981 0.072 0.130 -0.067
H -0.107040 2.951369 -1.178919 0.069 -0.003 0.141
H 1.168960 2.956069 -3.284419 0.125 0.070 0.038
H 1.264660 0.950469 -4.716319 -0.053 0.035 -0.036
H -0.335640 -0.878831 -4.344819 -0.003 -0.060 0.024
H -2.059740 -0.540731 -2.644719 0.201 -0.199 0.285
```
Forces are in eV/Å.

3.
Computed, not measured: an isolated ion of composition C4H14N3 and charge +1 at a distorted geometry, with ωB97M-V/def2-TZVPD.

Computed properties:
Charge = +1
E_tot = -324.64551 hartree
Strongest force on any atom = 5.9 eV/Å

The geometry in XYZ format:
```
21
Properties=species:S:1:pos:R:3:forces:R:3
C 0.886933 -2.094389 -0.313471 -0.093 1.441 0.409
C 0.200897 -1.231944 0.842301 0.461 -1.308 0.339
N -0.274451 0.114545 0.583561 3.826 -0.084 3.142
C -1.194871 0.252281 -0.386783 -2.394 3.256 -4.253
C -2.543438 0.907593 -0.047842 -1.272 1.076 1.278
N 1.207489 1.071593 0.466579 0.490 2.916 1.455
N 2.235107 1.547591 -0.493116 -1.401 -0.190 1.782
H 1.732860 -2.715750 0.070534 -0.643 0.775 -0.564
H 0.183335 -2.703033 -0.892563 -0.055 -0.169 0.714
H 1.115962 -1.323127 -1.054072 1.080 -0.320 -0.121
H 0.703682 -1.132131 1.825170 0.333 -0.648 -0.741
H -0.659039 -1.863154 1.046305 -0.677 0.596 0.498
H -0.743693 0.855231 -1.279399 -0.847 -1.345 1.086
H -1.575404 -0.669610 -0.678229 0.385 -2.151 -1.340
H -3.134716 0.476486 0.799240 1.041 -0.235 -0.426
H -2.480908 1.958800 0.231160 0.229 0.170 -0.159
H -3.284436 0.849794 -0.865302 0.826 -0.066 -0.106
H 0.889697 2.050849 0.929458 0.501 -3.089 -1.228
H 1.816609 0.612820 1.220155 -1.372 0.629 -1.196
H 2.020831 2.157978 -1.251307 -1.160 0.312 -0.260
H 2.897559 0.877569 -0.752370 0.744 -1.568 -0.310
```
Forces are in eV/Å.

4.
Computed, not measured: a 13-piece molecular cluster, C50H110N2O27 overall at a distorted geometry, with ωB97M-V/def2-TZVPD.

Computed properties:
Charge = 0
E_tot = -4111.94967 hartree
Strongest force on any atom = 3.1 eV/Å

The geometry in XYZ format:
```
189
Properties=species:S:1:pos:R:3:forces:R:3
C -0.962905 -3.789751 4.264944 -1.417 0.093 2.075
O -0.124311 -2.693625 4.228538 0.872 1.007 -0.325
H -0.629110 -4.633196 3.737800 0.878 -1.255 -0.948
H -1.009705 -4.063485 5.347673 -0.261 -0.074 -0.814
H -1.977435 -3.590551 3.907919 -0.074 0.193 0.127
H -0.302536 -2.170309 3.443541 0.010 0.090 -0.283
C -0.588000 -0.390858 -4.718471 -1.777 0.057 0.517
O -0.572658 -1.214427 -3.572905 -0.630 -0.021 0.935
H -1.472375 0.299416 -4.736003 0.731 -0.606 -0.116
H 0.297262 0.160310 -4.768194 1.438 1.173 -0.084
H -0.608251 -1.054565 -5.546025 -0.234 -0.405 -1.047
H -1.146449 -0.814078 -2.900287 0.497 -0.214 -0.205
C -2.950468 5.249033 3.727752 0.143 0.032 0.104
O -4.361180 5.312592 3.622396 -0.407 -0.239 -0.248
H -2.557518 5.467103 2.730490 0.531 0.129 0.370
H -2.648820 5.975275 4.490644 0.430 0.030 -0.294
H -2.554858 4.260744 4.058452 -0.679 0.423 -0.207
H -4.537308 5.882894 2.849513 0.128 -0.462 0.358
C -4.335435 5.267109 0.020595 -0.134 0.271 0.537
O -3.911573 6.278938 0.964606 -0.030 -0.290 0.027
H -3.631231 4.391895 0.047596 -0.629 1.071 -0.134
H -5.358774 4.948958 0.279554 0.383 -0.182 -0.107
H -4.384911 5.795821 -0.928642 0.203 -0.709 -0.489
H -4.273740 7.116055 0.654511 0.079 -0.082 0.119
C -1.082629 -5.485182 -2.372550 -0.243 0.704 -0.438
C -2.566763 -5.847969 -2.154845 0.689 0.993 -1.328
C -3.349322 -5.778973 -3.578009 1.927 0.396 2.183
C -3.059545 -6.989817 -4.369947 -0.092 -0.680 -1.052
C -3.347935 -8.277210 -3.614163 0.262 -0.443 -0.174
C -2.486684 -8.395522 -2.336330 -0.668 0.757 -1.066
N -2.769257 -7.170647 -1.556902 -0.209 -0.391 -0.305
O -2.093249 -7.302716 -0.291435 -0.079 0.741 -0.549
C -2.960779 -9.519073 -1.469863 0.464 -0.045 1.543
C -1.066613 -8.668444 -2.752004 1.312 0.678 -0.126
C -3.183066 -4.816168 -1.254296 -1.227 -0.976 0.342
H -0.998400 -4.559872 -2.986078 -0.169 -0.376 0.482
H -0.703984 -6.268342 -2.996906 0.868 -0.190 -0.051
H -0.481078 -5.332761 -1.454668 -0.421 -0.421 -0.420
H -4.364907 -5.702957 -3.281354 -1.245 -0.004 -0.084
H -3.068518 -4.885489 -4.173918 -0.047 -0.256 0.757
H -2.013429 -6.996050 -4.662345 0.184 0.127 -0.203
H -3.630837 -6.866866 -5.298134 0.033 -0.629 -0.036
H -3.147727 -9.181042 -4.229174 -0.140 0.548 0.219
H -4.388200 -8.289361 -3.331308 -0.551 -0.117 0.156
H -2.179070 -9.760391 -0.700632 -0.994 0.606 -0.209
H -3.927952 -9.198774 -1.063652 0.268 -0.434 0.353
H -3.062431 -10.456964 -1.946551 -0.366 -0.861 -1.154
H -0.950778 -9.731419 -2.950560 0.057 -0.010 -0.353
H -0.678868 -8.037406 -3.582717 -0.491 -0.847 0.251
H -0.392511 -8.432181 -1.940891 0.206 -0.062 0.501
H -2.653214 -4.818443 -0.313914 0.081 0.268 0.418
H -4.233086 -5.159384 -1.078561 0.584 0.654 0.061
H -3.155443 -3.842790 -1.719018 -0.058 0.357 -0.082
H -2.855123 -7.314884 0.292163 0.112 -0.050 0.384
C -0.033342 6.368017 0.896114 -0.325 1.148 -0.776
C -0.002860 7.456681 -0.235452 0.898 -0.423 0.704
C 1.304501 8.261689 -0.111958 -1.185 1.450 0.818
C 2.575933 7.589805 -0.534295 0.530 -0.518 0.051
C 2.347789 7.204794 -1.985387 -0.124 0.744 -0.073
C 1.111695 6.327431 -2.202077 0.321 -1.064 -2.463
N -0.066557 6.893741 -1.579590 -0.163 1.067 0.594
O -1.168478 6.009163 -1.609689 -0.294 -0.355 -0.417
C 0.751073 6.358561 -3.758333 0.978 0.291 0.960
C 1.376505 4.853000 -1.809264 -1.384 0.168 0.004
C -1.192586 8.427090 -0.066582 0.796 -0.727 -0.155
H 0.791115 5.657387 0.779045 -0.429 0.074 0.160
H -1.033333 5.937306 0.765166 0.440 -0.467 0.580
H 0.080022 6.887953 1.861892 -0.243 -0.344 -0.235
H 1.173845 9.177409 -0.718732 0.140 -0.297 -0.050
H 1.268459 8.659916 0.920653 0.492 -0.343 -0.270
H 2.899804 6.743746 0.102837 -0.380 0.249 -0.231
H 3.405118 8.306565 -0.532495 -0.142 -0.018 0.270
H 3.214186 6.730328 -2.436570 0.055 -0.268 -0.021
H 2.254198 8.198339 -2.479873 -0.295 -0.708 -0.168
H 1.521419 5.977857 -4.428659 0.493 0.098 0.299
H -0.077967 5.717947 -3.970638 -0.883 -0.192 0.098
H 0.544557 7.397790 -4.021481 -0.154 -0.137 -0.090
H 0.478954 4.285833 -2.139301 0.457 0.197 0.596
H 2.201699 4.364769 -2.297111 0.627 0.266 -0.251
H 1.495139 4.785664 -0.729276 0.065 -0.327 -0.123
H -1.032889 8.978768 0.853633 -0.002 0.553 -0.078
H -2.115434 7.885171 0.077026 -0.288 -0.269 -0.160
H -1.235081 9.023011 -0.984647 -0.109 0.289 0.454
H -1.799719 6.456181 -2.186804 0.098 -0.103 0.016
C 4.045997 -0.839278 -2.445318 -0.653 -0.109 0.204
C 4.509942 -2.011072 -3.290811 0.092 1.203 0.084
O 5.938339 -2.016174 -3.344301 0.827 -1.281 1.036
C 6.613001 -1.370036 -4.268471 -0.931 1.288 -1.228
O 6.077387 -0.747786 -5.174182 1.163 -0.536 0.721
O 7.932296 -1.488819 -4.011624 0.171 0.566 -0.485
C 8.847618 -0.665622 -4.793068 -0.132 0.301 -0.712
H 3.081328 -1.125908 -1.988131 0.087 0.353 -0.441
H 3.926012 0.103392 -3.029849 0.376 -0.633 0.745
H 4.719567 -0.796582 -1.570887 -0.054 0.529 -0.546
H 4.122459 -2.025794 -4.281245 -0.351 0.275 -0.884
H 4.162563 -2.897018 -2.810713 0.389 -0.891 0.409
H 8.848837 0.410974 -4.496666 0.011 -1.024 0.322
H 8.600240 -0.646763 -5.855496 -0.535 -0.227 0.087
H 9.850443 -1.124195 -4.784230 -0.556 0.203 0.725
C -0.899025 3.008114 1.167895 0.217 0.543 -0.470
C -0.679747 1.594556 1.582479 1.608 -1.146 0.904
O -0.175612 0.769804 0.464291 -0.247 0.461 0.805
C -0.267786 -0.552255 0.580818 -0.903 -1.855 0.735
O -0.706130 -1.281022 1.490406 0.829 2.288 -1.009
O 0.161701 -1.055132 -0.560875 0.452 -0.104 -1.109
C 0.157592 -2.493262 -0.724792 -1.482 -0.339 0.760
H -1.633282 3.063205 0.362039 -0.057 0.115 0.033
H 0.052370 3.406448 0.767960 -0.500 -0.004 0.271
H -1.244768 3.643005 2.019764 0.350 -0.643 -0.625
H -1.526240 1.052789 1.933567 -0.810 -0.031 0.450
H 0.093572 1.559801 2.393955 -0.547 -0.085 -0.643
H -0.881957 -2.853493 -0.440306 1.411 0.143 -0.009
H 0.952500 -2.904241 -0.088527 -0.470 -0.203 -0.280
H 0.284306 -2.766100 -1.777760 0.334 0.633 0.277
C -4.029445 1.859221 2.376072 0.338 -0.640 0.789
C -5.481065 1.928167 2.012480 -1.216 0.601 -0.733
O -5.748612 1.183139 0.751141 -0.505 -0.473 1.236
C -6.909852 0.487355 0.684390 -0.602 1.391 1.908
O -7.849731 0.569783 1.478613 1.741 -0.438 -1.705
O -6.845191 -0.244701 -0.414569 0.171 0.399 -0.016
C -7.984724 -1.005748 -0.756080 0.009 -0.597 0.499
H -3.418348 1.680706 1.493564 -0.027 0.489 -0.106
H -3.845436 0.979836 3.021912 -0.052 0.409 -0.167
H -3.737974 2.778674 2.935081 -0.141 -0.664 -0.583
H -5.759967 2.949251 1.735618 0.077 -0.004 0.241
H -6.150612 1.630883 2.840976 0.295 -0.238 -0.718
H -8.766061 -0.419975 -1.193356 -0.293 0.633 -0.431
H -8.418937 -1.461510 0.135388 0.227 -0.287 -0.127
H -7.575472 -1.704198 -1.471338 -0.383 -0.443 -0.075
C 2.789676 -5.233284 3.225770 -0.600 0.848 -1.053
C 2.850512 -4.701842 1.788991 1.204 -1.767 0.525
O 3.531286 -5.702352 0.942750 0.014 0.408 -0.122
C 3.466654 -5.488343 -0.389533 -1.747 1.335 1.904
O 2.662892 -4.702844 -0.872353 1.091 -0.582 -0.439
O 4.354917 -6.244626 -0.966621 0.772 0.197 -1.234
C 4.654961 -5.972569 -2.368541 0.639 0.381 0.866
H 2.332606 -4.422690 3.760790 -0.300 0.525 0.569
H 3.721393 -5.438580 3.716754 0.540 -0.307 -0.149
H 2.079685 -6.043477 3.285929 0.102 -0.544 0.036
H 3.381223 -3.775030 1.709608 0.476 0.464 0.011
H 1.872352 -4.564637 1.427040 -1.270 0.139 -0.509
H 4.276466 -5.034570 -2.744340 -0.245 0.438 0.495
H 4.144728 -6.718349 -2.916575 0.039 -1.039 -0.791
H 5.758972 -5.946857 -2.448461 -0.747 -0.443 -0.077
C 5.164552 0.641594 5.746754 1.699 0.162 -0.007
C 6.025011 -0.048102 4.699341 -0.409 -0.355 -0.599
O 5.204156 -0.932313 3.856502 0.553 -0.318 -0.099
C 4.362516 -0.391196 2.979050 -0.696 0.981 1.700
O 4.040773 0.779159 2.942737 0.686 -0.211 -0.363
O 3.763861 -1.329890 2.281135 0.165 -0.571 -0.638
C 2.928287 -0.829567 1.223282 0.293 0.258 -0.186
H 5.857792 1.268013 6.380334 -0.751 -1.152 -0.005
H 4.613297 -0.188776 6.219235 0.191 0.830 0.403
H 4.530628 1.373057 5.314436 -0.954 0.323 -0.505
H 6.720167 -0.703337 5.215960 -0.137 -0.414 -0.132
H 6.649744 0.521515 4.008172 -0.384 0.609 0.250
H 2.711998 -1.697527 0.597940 -0.402 0.166 0.309
H 3.489355 -0.123096 0.616140 0.131 0.060 -0.032
H 2.075037 -0.266298 1.621707 0.050 -0.573 -0.049
C 2.792969 3.534958 2.081271 -0.189 -0.753 1.987
C 4.278725 3.557327 2.537301 -1.843 0.315 0.613
O 4.812017 4.877984 2.601242 0.015 0.804 1.715
C 5.137564 5.415840 1.470792 0.601 1.208 -0.818
O 5.037467 4.820655 0.435596 0.300 0.390 -1.271
O 5.601449 6.708815 1.631797 -0.179 -1.424 0.108
C 6.228873 7.275110 0.448967 -0.900 -2.230 -0.370
H 2.442211 2.471141 2.252384 0.311 1.207 -0.316
H 2.578243 3.826384 1.067241 0.320 0.107 -0.412
H 2.197984 4.194367 2.785984 0.609 -0.660 -0.802
H 4.915860 2.919400 1.997403 0.663 -0.602 -1.080
H 4.330668 3.209269 3.561939 -0.139 0.065 0.159
H 6.991281 6.552401 0.083651 -0.684 0.353 -0.098
H 6.782341 8.118385 0.784597 -0.179 1.040 0.112
H 5.394451 7.401102 -0.290351 1.282 0.382 0.389
C -3.645250 -1.057116 -0.155730 0.867 -1.075 0.888
C -3.883499 -2.013480 1.009702 -0.053 -0.835 -0.044
O -4.797546 -1.412454 1.937583 0.665 2.358 -1.717
C -5.227834 -2.093644 2.922307 0.152 -2.370 2.047
O -4.918727 -3.253771 3.172243 -0.633 1.190 -0.103
O -6.026553 -1.300288 3.653137 0.020 0.503 -0.383
C -6.625218 -1.876740 4.777591 0.361 -1.916 0.908
H -3.097481 -1.625238 -0.913138 -0.218 0.095 -0.139
H -3.015378 -0.228323 0.128025 0.163 0.346 0.241
H -4.572208 -0.681829 -0.501628 -0.768 0.272 -0.628
H -2.951679 -2.296725 1.541961 -0.569 0.167 -0.352
H -4.428636 -2.918171 0.697560 0.651 0.080 -0.252
H -7.597192 -1.506560 4.988046 -0.867 0.807 -0.467
H -6.058943 -1.733508 5.701289 0.393 0.090 -0.274
H -6.717536 -2.956957 4.605921 0.036 0.209 0.214
```
Forces are in eV/Å.